{"formula": "C4H10NO3", "method": "the ωB97M-V functional and the def2-TZVPD basis", "species": ["O", "C", "N", "C", "C", "C", "O", "H", "H", "H", "H", "H", "H", "H", "H", "H", "H", "O"], "positions_angstrom": [[-1.21999, -2.49868, -0.17732], [-1.50611, -1.28654, -0.14348], [-0.67099, -0.34192, 0.23820], [-1.23141, 1.02115, 0.10805], [-0.01978, 1.69115, -0.64820], [1.24325, 1.29756, 0.08946], [2.00234, 0.12746, -0.30361], [-2.70697, -0.99190, -0.25576], [1.40332, -0.62599, -0.57728], [-1.33620, 1.59844, 1.10025], [-2.18906, 1.02646, -0.46521], [0.00523, 1.30797, -1.68372], [0.00770, 2.83175, -0.88366], [2.01418, 2.06275, -0.05794], [1.28054, 1.01714, 1.09160], [1.26206, -2.14812, 1.13488], [0.37284, -3.09522, 0.65720], [1.28902, -2.99346, 0.77653]], "atomic_forces_ev_per_a": [[-0.337, 1.511, -0.250], [-4.096, -2.166, 0.115], [-0.646, 1.853, 0.670], [0.930, 0.794, -0.078], [-0.080, 0.951, -0.735], [2.777, -0.105, -1.546], [-0.962, -1.467, -2.145], [2.805, -0.556, -0.125], [0.916, 1.293, 0.633], [0.092, -1.353, -1.223], [0.628, 0.118, 0.553], [0.174, -0.285, 0.442], [-0.706, -1.783, 1.158], [-0.344, 0.219, 0.129], [-1.605, 0.996, 2.347], [0.743, 2.650, 1.186], [-1.932, -0.901, -0.723], [1.643, -1.766, -0.411]], "lowdin_spin": [0.344, 0.024, 0.503, 0.053, 0.036, 0.000, 0.011, -0.003, 0.001, 0.027, -0.001, 0.000, 0.006, 0.001, 0.000, 0.000, -0.001, 0.000], "molar_mass_da": 120.13, "multiplicity": 2, "e_above_lowest_kj_mol": 272.1, "s2": 0.7762, "gap_ha": [0.3952, 0.2486], "total_energy_ha": -438.74389, "max_force_ev_per_a": 4.635}

{"formula": "C4H10NO5P", "method": "the ωB97M-V functional and the def2-TZVPD basis", "species": ["C", "C", "O", "P", "O", "O", "C", "C", "N", "O", "O", "H", "H", "H", "H", "H", "H", "H", "H", "H", "H"], "positions_angstrom": [[0.21792, -1.58138, -2.25900], [1.67466, -1.52449, -1.60267], [1.64139, -1.10840, -0.20711], [0.63863, -0.38584, 0.78381], [1.16068, -0.36297, 2.13084], [0.17843, 0.97521, 0.26788], [0.02705, 2.12114, 1.11224], [-1.44521, 2.36727, 1.39207], [-0.93188, -1.29197, 0.76437], [-0.91694, -2.46630, 1.01900], [-2.01319, -0.67603, 0.57909], [-0.24066, -2.45829, -1.94360], [-0.43673, -0.68100, -2.05580], [0.42551, -1.55645, -3.35802], [2.28028, -0.68986, -2.09913], [2.26309, -2.50791, -1.68420], [0.48467, 1.78022, 2.09393], [0.39767, 2.95677, 0.53065], [-2.06449, 2.63794, 0.57689], [-1.82956, 1.44070, 1.79717], [-1.51132, 3.01163, 2.16160]], "atomic_forces_ev_per_a": [[2.461, 2.222, -0.654], [-0.435, 1.333, -1.076], [-1.045, -0.096, 0.492], [1.753, -0.826, -0.295], [0.025, -0.361, 0.885], [-0.078, 0.112, -2.056], [-0.988, -0.293, 1.296], [0.859, -3.034, -1.080], [-3.164, 0.504, -0.501], [0.808, -0.602, 0.056], [2.296, -0.513, 0.171], [-1.093, -1.556, 0.286], [0.971, -0.905, 0.089], [-0.465, -0.377, 0.804], [-0.765, -1.341, 0.472], [-1.140, 1.482, 0.365], [0.075, 1.379, -1.220], [0.858, 0.037, 0.467], [-0.304, 0.417, -0.962], [-0.334, -0.289, -0.017], [-0.295, 2.708, 2.477]], "mulliken_charge": [-1.005, -0.184, -0.312, 0.887, -0.709, -0.243, -0.217, -1.150, 0.892, -0.548, -0.531, 0.329, 0.275, 0.356, 0.263, 0.260, 0.360, 0.235, 0.311, 0.268, 0.462], "molar_mass_da": 183.10, "e_above_lowest_kj_mol": 419.9, "gap_ha": 0.3935, "total_energy_ha": -930.66701, "max_force_ev_per_a": 3.682, "smiles": "CCOP(=O)(OCC)[N+](=O)[O-]"}

{"formula": "C4H10NOS", "method": "the ωB97M-V functional and the def2-TZVPD basis", "species": ["O", "C", "N", "C", "C", "C", "S", "H", "H", "H", "H", "H", "H", "H", "H", "H", "H"], "positions_angstrom": [[-0.86335, 0.01709, -2.52573], [-1.11069, -0.88230, -1.64248], [-1.41334, -0.48330, -0.13263], [-0.91383, 0.94373, 0.01663], [0.58437, 0.89411, -0.04026], [1.02980, -0.14895, 1.04396], [2.86329, -0.19174, 1.51007], [-2.00169, -1.65372, -1.87668], [-0.22540, -1.52619, -1.33522], [-2.41366, -0.50051, 0.07733], [-1.11579, 1.22323, 1.04791], [-1.34757, 1.58189, -0.76594], [1.00439, 0.45122, -0.95279], [1.04762, 1.84771, 0.29367], [0.51886, 0.13580, 1.96023], [0.94909, -1.15183, 0.60686], [3.40790, -0.55628, 2.71508]], "atomic_forces_ev_per_a": [[-0.479, 0.697, -0.128], [-0.347, -2.387, 1.032], [-0.260, 1.849, -0.467], [-0.596, -2.013, -0.041], [2.551, -0.752, 1.136], [0.173, -0.337, 0.639], [1.765, 1.065, -1.550], [1.120, 0.961, 0.350], [-0.090, -0.228, -0.846], [0.174, 0.263, -0.382], [-0.647, 0.569, 0.051], [0.246, 0.109, 0.380], [-0.399, 1.022, -0.229], [-0.224, -0.255, -0.798], [-0.414, -0.931, 0.051], [-0.859, 0.374, 0.836], [-1.715, -0.004, -0.032]], "mulliken_charge": [-0.776, -0.477, -0.445, -0.720, -0.571, -0.528, -0.371, 0.278, 0.134, 0.246, 0.444, 0.296, 0.378, 0.364, 0.352, 0.300, 0.095], "molar_mass_da": 120.20, "charge": -1, "e_above_lowest_kj_mol": 380.5, "gap_ha": 0.2156, "total_energy_ha": -686.51971, "max_force_ev_per_a": 2.892, "smiles": "[O-]CNCCCS"}

{"formula": "C4H10NOS2", "method": "the ωB97M-V functional and the def2-TZVPD basis", "species": ["N", "C", "C", "O", "C", "S", "S", "C", "H", "H", "H", "H", "H", "H", "H", "H", "H", "H"], "positions_angstrom": [[2.36970, -1.35640, 0.21481], [2.29363, 0.05099, 0.24987], [3.58665, 0.61419, -0.24443], [4.67937, 0.22488, 0.22042], [1.01479, 0.45511, -0.75103], [-0.34630, -0.75601, -0.87942], [-4.08398, 0.91588, -0.78472], [-4.06203, -0.21398, 0.73329], [2.80574, -1.88844, 0.99442], [1.46848, -1.86415, -0.05792], [-5.43413, 1.21515, -0.79862], [2.10238, 0.41502, 1.24214], [3.50983, 1.51790, -0.92303], [0.77778, 1.48063, -0.42485], [1.46878, 0.41912, -1.80300], [-3.00138, -0.35869, 0.92771], [-4.47297, 0.35641, 1.53218], [-4.67634, -1.22761, 0.55216]], "atomic_forces_ev_per_a": [[-0.850, -3.697, 0.201], [-2.315, -0.986, -1.749], [3.079, 0.492, 1.562], [-3.143, 1.143, -1.739], [2.246, -0.492, 0.361], [0.641, 1.170, 0.237], [-0.879, -0.602, 0.739], [-1.210, -1.243, -1.929], [-0.305, 1.153, -0.851], [1.742, 1.304, 0.649], [0.996, -0.311, 0.143], [-0.197, 0.742, 0.590], [0.376, -0.751, 0.228], [-0.557, -0.431, -0.697], [-0.737, 0.357, 1.220], [-0.120, -0.379, -0.078], [-0.414, 0.169, 0.690], [1.648, 2.363, 0.422]], "lowdin_spin": [0.010, 0.009, 0.000, 0.001, 0.094, 0.837, 0.000, 0.003, 0.000, 0.000, 0.000, 0.002, 0.000, 0.003, 0.034, 0.007, 0.000, 0.000], "molar_mass_da": 152.26, "multiplicity": 2, "e_above_lowest_kj_mol": 0.0, "s2": 0.7529, "gap_ha": [0.3561, 0.2435], "total_energy_ha": -1084.65943, "max_force_ev_per_a": 3.799}

{"formula": "C4H10NP", "method": "the ωB97M-V functional and the def2-TZVPD basis", "species": ["C", "C", "C", "N", "C", "P", "H", "H", "H", "H", "H", "H", "H", "H", "H", "H"], "positions_angstrom": [[2.52712, -1.08584, -0.11877], [1.34950, -0.16894, 0.09585], [0.11901, -0.63459, 0.40321], [-1.10286, 0.15183, 0.42913], [-1.10415, 1.59113, 0.14264], [-2.44904, -0.75973, -0.05951], [3.45159, -0.60314, -0.09320], [2.63635, -1.69173, 0.77223], [2.34813, -1.71271, -1.01643], [1.57811, 0.86703, -0.12634], [-0.22596, -1.56068, 0.68427], [-2.20497, 2.01490, 0.03975], [-0.49607, 2.19484, 0.82852], [-0.59672, 1.74339, -0.86594], [-3.42303, 0.30186, 0.30253], [-2.40703, -0.64763, -1.41796]], "atomic_forces_ev_per_a": [[-1.737, -1.176, 0.649], [-0.584, -0.678, -0.124], [-0.275, 4.312, -0.710], [0.844, 0.618, 0.360], [-0.513, 0.440, -1.902], [-0.992, 0.207, 2.203], [1.404, 1.139, -0.767], [-0.250, -0.842, 0.030], [0.579, 0.318, 0.552], [-0.676, 0.128, 0.026], [0.465, -2.665, 0.363], [2.430, -0.960, 0.469], [-0.358, -0.363, 0.259], [-0.680, 0.016, 0.809], [0.634, -1.101, -0.783], [-0.292, 0.609, -1.436]], "mulliken_charge": [-1.166, -0.175, -0.332, -0.041, -0.825, -0.082, 0.383, 0.313, 0.228, 0.297, 0.479, 0.260, 0.300, 0.301, 0.036, 0.024], "molar_mass_da": 103.10, "e_above_lowest_kj_mol": 125.7, "gap_ha": 0.3312, "total_energy_ha": -554.43682, "max_force_ev_per_a": 4.379, "smiles": "C/C=C/N(C)P"}

{"formula": "C4H10NS", "method": "the ωB97M-V functional and the def2-TZVPD basis", "species": ["C", "S", "H", "H", "H", "C", "C", "C", "N", "H", "H", "H", "H", "H", "H", "H"], "positions_angstrom": [[3.17297, 1.24361, 2.34685], [1.53648, 0.89186, 1.60448], [3.75977, 1.89073, 1.68807], [3.09294, 1.74529, 3.31548], [3.74401, 0.32295, 2.48908], [-0.15594, -0.85220, -0.80409], [-1.56535, -0.48921, -1.16964], [-1.93525, 0.76028, -1.47261], [-2.47577, -1.52557, -1.03159], [0.20834, -1.65252, -1.45511], [-0.13765, -1.20608, 0.22917], [0.51427, 0.00007, -0.82395], [-2.94901, 1.02540, -1.75216], [-1.17283, 1.52135, -1.55505], [-2.18206, -2.36101, -0.56638], [-3.45492, -1.31496, -1.04255]], "atomic_forces_ev_per_a": [[-0.114, 0.014, -0.178], [0.119, 0.020, 0.105], [0.049, 0.022, 0.048], [-0.010, -0.013, 0.025], [0.048, -0.017, 0.066], [-0.363, -0.160, -0.035], [-0.068, 0.413, 0.655], [0.259, -0.057, -0.538], [0.075, -0.170, -0.580], [0.072, 0.021, 0.011], [0.101, -0.047, -0.006], [0.037, 0.033, -0.085], [-0.061, -0.057, 0.170], [-0.064, 0.029, 0.060], [-0.037, -0.007, 0.154], [-0.045, -0.025, 0.127]], "mulliken_charge": [-0.767, -0.715, 0.181, 0.194, 0.181, -1.316, 0.875, -1.017, -0.469, 0.327, 0.340, 0.294, 0.249, 0.271, 0.198, 0.173], "molar_mass_da": 104.20, "charge": -1, "e_above_lowest_kj_mol": 47.8, "gap_ha": 0.2144, "total_energy_ha": -611.34761, "max_force_ev_per_a": 0.778}